{
  "formula": "C11H10Cl3N3O4SSiZn",
  "method": "ωB97M-V/def2-TZVPD",
  "elements": ["Zn", "C", "C", "N", "C", "C", "N", "C", "O", "O", "C", "O", "O", "H", "H", "H", "H", "H", "Cl", "Si", "Cl", "Cl", "S", "C", "N", "C", "C", "C", "C", "H", "H", "H", "H", "H"],
  "positions_angstrom": [[-0.59, 0.55, -0.98], [-3.10, 2.81, 0.97], [-1.71, 2.45, 1.39], [-0.84, 1.76, 0.68], [0.31, 1.64, 1.44], [0.12, 2.28, 2.62], [-1.15, 2.79, 2.56], [0.91, 2.52, 3.86], [2.13, 2.04, 3.89], [0.39, 3.13, 4.77], [1.49, 0.89, 0.90], [2.50, 0.78, 1.59], [1.31, 0.41, -0.27], [-3.11, 3.14, -0.06], [-3.49, 3.61, 1.60], [-3.76, 1.95, 1.06], [-1.56, 3.31, 3.32], [2.35, 1.55, 3.04], [-2.59, 1.12, -4.12], [-0.70, 0.88, -3.31], [0.11, -0.75, -4.32], [0.40, 2.50, -3.97], [-1.21, -1.66, -0.05], [-0.04, -2.67, -0.78], [1.18, -2.21, -1.12], [2.12, -2.94, -1.77], [1.88, -4.24, -2.09], [0.65, -4.80, -1.70], [-0.29, -4.04, -1.06], [1.43, -1.27, -0.78], [3.04, -2.43, -2.01], [2.63, -4.82, -2.62], [0.44, -5.83, -1.93], [-1.25, -4.44, -0.76]],
  "lowdin_charge": [0.397, 0.021, -0.318, 0.076, -0.106, -0.062, 0.190, -0.482, 0.150, 0.107, -0.532, 0.067, -0.155, 0.090, 0.087, 0.092, 0.176, 0.079, 0.165, -0.743, 0.163, 0.173, 0.652, -0.710, 0.073, -0.056, -0.051, -0.037, -0.079, 0.096, 0.140, 0.113, 0.117, 0.108],
  "e_homo_ev": -8.76,
  "total_charge": 0,
  "orbital_gap_ev": 8.3
}

{
  "formula": "C7H11ClN4",
  "method": "ωB97M-V/def2-TZVPD",
  "elements": ["C", "C", "C", "C", "N", "Cl", "C", "N", "C", "N", "C", "N", "H", "H", "H", "H", "H", "H", "H", "H", "H", "H", "H"],
  "positions_angstrom": [[-0.44, -0.30, -1.25], [-0.53, 0.27, 0.19], [-0.80, -0.83, 1.20], [-1.75, 1.29, 0.32], [0.69, 1.15, 0.61], [0.78, 2.79, 0.28], [2.15, 0.48, 0.13], [2.13, -0.82, 0.39], [3.33, -1.29, 0.31], [4.48, -0.74, -0.08], [4.30, 0.54, -0.39], [3.14, 1.22, -0.24], [-1.37, -1.02, -1.24], [-0.46, 0.35, -2.12], [0.34, -0.96, -1.45], [-0.86, -1.91, 0.72], [-1.78, -0.67, 1.69], [0.01, -0.89, 1.99], [-1.64, 2.10, -0.41], [-2.65, 0.79, 0.16], [-1.65, 1.81, 1.32], [3.48, -2.39, 0.48], [5.18, 1.17, -0.39]],
  "lowdin_charge": [-0.056, -0.591, -0.086, -0.096, -0.437, 0.663, -0.335, 0.157, -0.220, 0.106, -0.154, 0.117, 0.119, 0.075, 0.036, 0.116, 0.069, 0.085, 0.042, 0.056, 0.094, 0.127, 0.114],
  "smiles": "CC(C)(C)N(Cl)c1ncncn1",
  "e_homo_ev": -8.92,
  "total_charge": 0,
  "relative_energy_ev": 2.256,
  "orbital_gap_ev": 9.0
}

{
  "formula": "C18H21N3O9STi",
  "method": "ωB97M-V/def2-TZVPD",
  "elements": ["Ti", "O", "C", "O", "C", "O", "C", "C", "O", "O", "H", "H", "H", "H", "H", "N", "N", "C", "O", "O", "H", "H", "H", "N", "S", "C", "C", "C", "C", "C", "C", "C", "C", "C", "C", "C", "C", "H", "H", "H", "H", "H", "H", "H", "H", "H", "H", "H", "O", "C", "O", "H", "H"],
  "positions_angstrom": [[0.69, 0.75, 1.77], [1.51, -2.79, 3.16], [0.98, -1.62, 2.74], [1.53, -0.62, 2.94], [-0.52, -1.45, 2.73], [-0.79, -0.50, 2.17], [-1.55, 0.65, 3.26], [-0.64, 1.84, 3.78], [-1.06, 2.58, 4.61], [0.97, 1.75, 3.41], [2.47, -2.93, 3.18], [-0.97, -2.21, 2.06], [-0.88, -1.67, 3.75], [-2.49, 1.10, 2.86], [-1.87, 0.10, 4.17], [2.15, 2.13, 1.46], [1.79, 3.11, 0.56], [0.56, 2.98, 0.07], [0.23, 3.88, -0.75], [-0.06, 1.98, 0.50], [2.49, 2.48, 2.49], [3.10, 1.54, 1.22], [2.38, 3.87, 0.28], [0.22, -0.21, 0.04], [0.84, 0.06, -1.31], [-0.68, 0.40, -2.25], [-1.90, 0.74, -1.65], [-3.02, 1.03, -2.43], [-2.93, 1.02, -3.82], [-1.71, 0.71, -4.43], [-0.60, 0.41, -3.64], [1.03, -1.67, -1.83], [-0.03, -2.58, -1.95], [0.21, -3.89, -2.39], [1.50, -4.29, -2.72], [2.56, -3.39, -2.60], [2.32, -2.09, -2.15], [-0.32, -1.08, 0.11], [-1.98, 0.77, -0.57], [-3.96, 1.28, -1.95], [-3.80, 1.25, -4.43], [-1.62, 0.71, -5.51], [0.35, 0.19, -4.12], [-1.04, -2.28, -1.69], [-0.62, -4.58, -2.48], [1.68, -5.31, -3.06], [3.57, -3.70, -2.84], [3.14, -1.39, -2.05], [-2.33, 3.30, 2.46], [-1.33, 2.77, 2.01], [-0.90, 1.59, 2.50], [-0.78, 3.25, 1.20], [2.13, -0.01, 1.12]],
  "lowdin_charge": [1.011, 0.157, -0.457, 0.042, -0.417, -0.163, -0.102, -0.645, 0.120, -0.237, 0.140, 0.158, 0.164, 0.156, 0.156, -0.127, 0.051, -0.745, 0.047, -0.221, 0.188, 0.154, 0.170, -0.468, 1.131, -0.350, -0.053, -0.054, -0.073, -0.070, -0.079, -0.348, -0.067, -0.061, -0.074, -0.071, -0.081, 0.078, 0.107, 0.111, 0.106, 0.106, 0.111, 0.117, 0.110, 0.107, 0.108, 0.106, 0.186, -0.198, -0.199, 0.144, 0.019],
  "e_homo_ev": -6.30,
  "total_charge": 0,
  "orbital_gap_ev": 6.2
}

{
  "formula": "C26H62AlBr2N2O11",
  "method": "ωB97M-V/def2-TZVPD",
  "elements": ["C", "N", "C", "Al", "O", "C", "N", "C", "Br", "C", "C", "Br", "H", "H", "H", "H", "H", "H", "H", "H", "H", "H", "H", "H", "C", "O", "C", "C", "O", "C", "H", "H", "H", "H", "H", "H", "H", "H", "H", "H", "C", "O", "C", "C", "O", "C", "H", "H", "H", "H", "H", "H", "H", "H", "H", "H", "C", "O", "C", "C", "O", "C", "H", "H", "H", "H", "H", "H", "H", "H", "H", "H", "C", "O", "C", "C", "O", "C", "H", "H", "H", "H", "H", "H", "H", "H", "H", "H", "C", "O", "C", "C", "O", "C", "H", "H", "H", "H", "H", "H", "H", "H", "H", "H"],
  "positions_angstrom": [[1.67, 0.42, 3.79], [0.64, -0.62, 3.56], [-0.59, -0.42, 4.37], [-2.31, -1.00, 3.42], [-3.38, -1.82, 4.75], [-4.09, -0.93, 5.37], [-4.89, -0.20, 5.76], [-3.24, 0.63, 2.60], [-3.12, 0.37, 0.62], [-2.55, 2.01, 2.93], [-2.85, 2.52, 4.37], [-3.05, 3.40, 1.57], [2.66, -0.01, 4.06], [1.38, 1.15, 4.57], [1.75, 1.01, 2.84], [0.45, -0.69, 2.57], [-0.44, -0.98, 5.33], [-0.72, 0.68, 4.61], [-2.08, -2.10, 2.30], [-4.31, 0.70, 2.91], [-1.44, 1.89, 2.83], [-3.78, 3.12, 4.43], [-1.98, 3.04, 4.82], [-3.03, 1.60, 4.99], [1.29, -4.74, 4.20], [2.51, -4.90, 3.49], [3.45, -3.88, 3.78], [4.47, -4.33, 4.80], [3.88, -4.60, 6.07], [3.63, -5.98, 6.28], [0.75, -5.69, 4.17], [1.45, -4.47, 5.24], [0.68, -3.98, 3.71], [2.93, -2.97, 4.12], [3.96, -3.64, 2.84], [5.20, -3.53, 4.95], [5.02, -5.21, 4.44], [4.56, -6.48, 6.57], [3.22, -6.46, 5.40], [2.92, -6.07, 7.10], [0.38, 5.62, 1.50], [0.46, 4.27, 1.10], [0.06, 4.06, -0.25], [1.26, 3.96, -1.17], [1.99, 5.18, -1.24], [3.13, 5.19, -0.40], [0.97, 5.75, 2.40], [0.77, 6.30, 0.73], [-0.66, 5.88, 1.72], [-0.62, 4.85, -0.57], [-0.48, 3.11, -0.28], [0.91, 3.75, -2.19], [1.92, 3.14, -0.87], [3.94, 4.64, -0.88], [2.93, 4.75, 0.58], [3.45, 6.22, -0.25], [-6.78, -2.42, -4.62], [-6.20, -3.16, -3.56], [-4.81, -2.93, -3.42], [-4.51, -1.93, -2.32], [-5.02, -0.64, -2.63], [-6.26, -0.38, -1.99], [-7.86, -2.41, -4.47], [-6.42, -1.39, -4.64], [-6.56, -2.91, -5.58], [-4.37, -2.60, -4.37], [-4.34, -3.89, -3.16], [-3.43, -1.83, -2.22], [-4.90, -2.28, -1.36], [-6.09, -0.10, -0.95], [-6.94, -1.23, -2.04], [-6.73, 0.46, -2.51], [-3.74, -3.83, -7.24], [-3.27, -4.91, -6.45], [-4.30, -5.84, -6.12], [-4.28, -7.05, -7.03], [-4.58, -6.70, -8.38], [-3.42, -6.56, -9.18], [-2.89, -3.35, -7.70], [-4.42, -4.16, -8.03], [-4.25, -3.11, -6.60], [-5.28, -5.35, -6.13], [-4.11, -6.17, -5.09], [-5.05, -7.75, -6.70], [-3.31, -7.57, -6.98], [-3.06, -7.55, -9.48], [-2.62, -6.02, -8.67], [-3.69, -6.01, -10.08], [8.18, 6.43, -1.63], [8.36, 7.57, -0.80], [7.14, 8.02, -0.23], [6.97, 7.53, 1.20], [6.85, 6.12, 1.26], [8.07, 5.48, 1.60], [9.16, 5.97, -1.78], [7.52, 5.69, -1.19], [7.79, 6.74, -2.61], [6.29, 7.72, -0.85], [7.17, 9.12, -0.22], [6.05, 7.95, 1.61], [7.80, 7.88, 1.83], [8.23, 5.54, 2.68], [8.92, 5.91, 1.07], [7.98, 4.43, 1.32]],
  "lowdin_charge": [-0.155, -0.199, -0.286, 0.274, -0.099, -0.511, 0.104, -0.706, 0.515, -0.790, -0.150, 0.562, 0.055, 0.066, 0.073, 0.060, 0.059, 0.036, -0.058, 0.057, 0.067, 0.071, 0.076, 0.051, -0.099, -0.195, -0.204, -0.205, -0.192, -0.120, 0.086, 0.084, 0.088, 0.120, 0.123, 0.121, 0.121, 0.083, 0.083, 0.088, -0.119, -0.214, -0.227, -0.197, -0.197, -0.117, 0.088, 0.081, 0.076, 0.124, 0.106, 0.123, 0.125, 0.085, 0.085, 0.082, -0.115, -0.192, -0.197, -0.206, -0.203, -0.115, 0.088, 0.086, 0.072, 0.111, 0.124, 0.123, 0.129, 0.074, 0.082, 0.087, -0.106, -0.190, -0.200, -0.200, -0.193, -0.116, 0.091, 0.086, 0.066, 0.124, 0.126, 0.124, 0.126, 0.086, 0.083, 0.088, -0.110, -0.194, -0.203, -0.203, -0.194, -0.112, 0.088, 0.083, 0.088, 0.123, 0.124, 0.124, 0.125, 0.088, 0.083, 0.090],
  "e_homo_ev": -5.51,
  "total_charge": -1,
  "orbital_gap_ev": 7.6
}

{
  "formula": "C2H2OS3",
  "method": "ωB97M-V/def2-TZVPD",
  "elements": ["C", "C", "O", "S", "S", "S", "H", "H"],
  "positions_angstrom": [[-0.08, 0.96, -0.14], [-0.66, -0.27, -0.07], [-1.17, -2.77, 0.37], [1.43, 1.60, 0.14], [2.97, 0.46, 0.05], [-0.12, -1.85, -0.10], [-0.64, 1.85, -0.24], [-1.73, 0.03, 0.00]],
  "lowdin_charge": [-0.613, -0.462, -0.538, 0.418, 0.129, 0.929, 0.031, 0.106],
  "e_homo_ev": [-8.81, -8.80],
  "total_charge": 0,
  "relative_energy_ev": 2.056,
  "orbital_gap_ev": [6.7, 7.0]
}

{
  "formula": "C25H26BrN4O2SSc",
  "method": "ωB97M-V/def2-TZVPD",
  "elements": ["Sc", "Br", "C", "C", "C", "C", "O", "C", "C", "N", "C", "C", "C", "C", "C", "C", "C", "C", "N", "C", "C", "H", "H", "H", "H", "H", "H", "H", "H", "H", "H", "N", "C", "C", "C", "N", "C", "C", "H", "H", "H", "H", "H", "H", "C", "C", "S", "O", "C", "C", "H", "H", "H", "H", "H", "H", "H", "H", "H", "H"],
  "positions_angstrom": [[6.06, -19.15, -0.55], [0.96, -22.44, -5.36], [2.22, -21.36, -4.46], [3.23, -20.50, -5.07], [4.29, -20.05, -4.34], [4.34, -20.09, -2.97], [5.42, -19.58, -2.37], [3.35, -20.92, -2.30], [3.52, -21.27, -0.95], [4.54, -20.88, -0.18], [4.68, -21.20, 1.17], [3.64, -21.64, 1.97], [3.89, -21.92, 3.34], [5.17, -21.88, 3.80], [6.27, -21.42, 2.99], [7.57, -21.43, 3.52], [8.60, -21.08, 2.60], [8.29, -20.68, 1.29], [7.00, -20.52, 0.90], [6.03, -21.06, 1.71], [2.25, -21.51, -3.10], [3.13, -20.28, -6.16], [5.19, -19.59, -4.82], [2.80, -22.06, -0.61], [2.61, -21.72, 1.59], [3.06, -21.99, 4.05], [5.38, -22.21, 4.79], [7.79, -21.59, 4.58], [9.63, -20.98, 2.96], [9.05, -20.37, 0.54], [1.42, -21.88, -2.56], [10.12, -15.27, -3.15], [9.39, -16.18, -2.51], [9.02, -16.03, -1.12], [8.43, -17.05, -0.43], [7.77, -18.02, -1.17], [8.28, -18.30, -2.42], [8.95, -17.38, -3.18], [10.80, -14.68, -2.63], [10.38, -15.39, -4.16], [9.42, -15.16, -0.62], [8.11, -17.01, 0.61], [8.08, -19.31, -2.75], [9.23, -17.73, -4.21], [2.78, -16.87, 3.78], [3.80, -17.62, 2.90], [3.92, -17.12, 1.06], [5.35, -17.62, 0.42], [4.21, -15.37, 1.23], [5.32, -14.95, 2.18], [2.41, -17.44, 4.65], [1.91, -16.53, 3.26], [3.34, -15.95, 4.16], [3.51, -18.67, 2.82], [4.83, -17.63, 3.26], [3.25, -15.02, 1.64], [4.33, -14.99, 0.20], [5.97, -15.83, 2.42], [4.99, -14.41, 3.12], [5.93, -14.28, 1.61]],
  "lowdin_charge": [1.061, 0.796, -0.669, -0.036, -0.030, -0.290, -0.175, -0.106, -0.035, 0.009, -0.214, 0.004, -0.046, -0.004, -0.170, 0.066, -0.004, -0.058, 0.003, -0.171, -0.079, 0.133, 0.147, 0.154, 0.124, 0.127, 0.115, 0.138, 0.123, 0.135, 0.097, 0.149, -0.276, 0.007, -0.092, -0.104, -0.118, 0.020, 0.149, 0.155, 0.117, 0.117, 0.115, 0.141, -0.092, -0.322, 1.106, -0.598, -0.400, -0.108, 0.099, 0.072, 0.097, 0.066, 0.086, 0.103, 0.107, 0.079, 0.109, 0.071],
  "e_homo_ev": -12.82,
  "total_charge": 2,
  "relative_energy_ev": 2.299,
  "orbital_gap_ev": 6.7
}

Which total energy belongs to each record? In order, -4738.32346 -952.44655 -2786.87683 -7355.31509 -1347.11601 -5070.29108 Ha.
Which F_max belongs to each record? In order, 0.43 5.39 18.98 2.83 2.41 3.62 eV/A.